# 1
Below is a cluster of 7 separate species, C5H26N2O6 in total, with properties calculated with ωB97M-V/def2-TZVPD.

ORCA input file:
```
! RIJCOSX wB97M-V def2-TZVPD def2/J DEFGRID3
* xyz 0 1
O -0.651 2.373 -3.271
O -2.321 0.938 2.701
O -2.948 -0.908 0.720
O -0.515 -1.408 2.999
O -3.016 0.992 -1.264
O 2.070 -0.685 2.428
N 1.405 1.201 -0.621
N 0.419 2.066 1.566
C 0.296 1.639 0.149
C 1.896 -0.206 -0.434
C 1.953 -2.390 -1.703
C 1.387 -0.958 -1.701
C -0.127 -0.967 -1.748
H -0.231 -2.159 3.517
H -0.142 2.468 -0.442
H -2.562 -0.364 1.464
H -1.382 1.063 2.873
H 2.646 -1.358 2.800
H 2.526 -2.766 -0.849
H -0.593 -0.096 -2.189
H -2.332 1.407 1.839
H 0.440 3.072 1.548
H 2.914 -2.349 -2.263
H 2.123 1.857 -0.849
H 2.962 -0.016 -0.326
H -0.464 -1.856 -2.297
H -2.598 0.460 -0.575
H -3.958 1.053 -1.032
H 1.287 1.688 1.915
H 1.151 -0.902 2.689
H -2.490 -1.727 0.614
H 1.740 -0.372 -2.549
H -0.375 3.002 -2.611
H 1.514 -0.593 0.506
H 1.336 -3.162 -2.155
H -1.382 1.833 -2.929
H -0.640 -1.009 -0.778
H -0.551 0.948 0.080
H -0.783 -1.809 2.179
*
```

SMILES = CC(C)CNCN.O.O.O.O.O.O
highest occupied orbital energy = -8.4 eV
energy above the lowest of the compared OMol25 structures with the same formula, charge and spin = 191.5 kJ/mol
M = 210.27 g mol⁻¹
orbital gap = 8.3 eV

***

# 2
Below is a structure of composition C17H18F3N3O, with properties calculated with ωB97M-V/def2-TZVPD.

ORCA input file:
```
! RIJCOSX wB97M-V def2-TZVPD def2/J DEFGRID3
* xyz 0 1
F -6.053 -1.064 -0.068
F -6.392 0.511 -1.269
F -6.479 0.640 0.864
O -1.498 -2.322 1.290
N 3.832 1.438 0.095
N 1.648 1.593 0.270
N 1.841 -0.962 -1.641
C -0.976 -1.304 0.716
C -3.988 1.690 -0.257
C 1.189 -2.188 1.132
C 0.405 -1.060 -0.979
C 2.325 0.584 -1.957
C -5.916 0.257 -0.178
C -4.318 0.300 -0.183
C 2.769 -1.816 -0.762
C 2.643 1.246 -0.486
C 2.779 -1.762 0.585
C -2.676 1.960 -0.080
C 0.362 -1.246 0.454
C -3.364 -0.527 0.280
C 2.326 2.566 1.255
C 3.555 2.196 1.264
C -1.901 -0.093 0.329
C -1.671 1.141 -0.042
H 3.861 -1.416 -1.145
H 2.597 -2.863 -1.421
H -0.113 -0.303 -1.577
H 0.490 -0.019 0.978
H -4.723 2.727 -0.549
H 1.002 -1.969 2.232
H 3.237 0.260 -2.312
H 1.001 -3.206 0.881
H 2.973 -0.863 1.075
H 4.687 1.283 -0.413
H 1.776 2.973 2.064
H -2.223 3.049 -0.464
H 3.328 -2.620 1.325
H 4.430 2.546 1.614
H -0.661 1.429 0.034
H -3.800 -1.537 0.656
H 1.535 0.855 -2.313
H 0.159 -2.104 -1.297
*
```

highest occupied orbital energy = -8.6 eV
energy above the lowest of the compared OMol25 structures with the same formula, charge and spin = 1248.4 kJ/mol
M = 337.34 g mol⁻¹
orbital gap = 9.0 eV

***

# 3
Below is a structure of composition C3H28O11, with properties calculated with ωB97M-V/def2-TZVPD.

ORCA input file:
```
! RIJCOSX wB97M-V def2-TZVPD def2/J DEFGRID3
* xyz 0 1
O -2.274 0.096 -2.849
O -1.660 1.811 0.912
O 0.927 -2.826 -1.601
O 0.093 1.331 0.237
O -1.835 -2.105 0.568
O 1.683 -0.991 -2.008
O 1.674 1.375 1.135
O 0.598 1.983 -1.427
O -1.517 0.888 -1.319
O 1.414 0.916 3.082
O -0.434 1.059 2.636
C 0.460 -0.027 0.014
C 0.303 -0.816 1.375
C -0.432 -0.806 -1.057
H 1.554 2.025 -1.429
H 1.518 -0.137 -0.226
H 1.779 2.172 0.610
H -0.021 -1.795 -1.262
H -0.632 -0.458 1.806
H 1.610 -3.375 -1.986
H 1.679 0.001 2.989
H -1.195 2.624 0.711
H 2.089 -1.597 -1.388
H 0.377 -1.903 1.391
H 1.125 -0.385 1.947
H -1.156 1.130 0.466
H -0.948 0.700 -0.573
H -1.152 1.683 -1.706
H 0.874 0.888 0.921
H 0.460 0.900 3.009
H -1.774 -1.735 1.449
H -0.453 0.883 1.695
H 2.477 0.858 1.048
H 0.385 1.386 -0.709
H -2.021 -1.354 0.005
H 0.748 -1.190 -1.960
H -1.647 -0.505 -3.253
H -1.338 1.284 2.856
H -0.407 -0.300 -2.022
H -1.773 0.542 -2.167
H 0.290 -3.447 -1.248
H -1.452 -0.785 -0.674
*
```

highest occupied orbital energy = -8.8 eV
energy above the lowest of the compared OMol25 structures with the same formula, charge and spin = 3608.2 kJ/mol
M = 240.25 g mol⁻¹
orbital gap = 8.3 eV

***

# 4
Below is an isolated molecule of CH3F2OP, with properties calculated with ωB97M-V/def2-TZVPD.

ORCA input file:
```
! RIJCOSX wB97M-V def2-TZVPD def2/J DEFGRID3
* xyz 0 1
P -2.953 0.276 0.535
F -3.543 -1.048 -0.075
F -3.513 1.200 -0.662
O -1.126 0.046 -0.345
C -0.481 -1.158 0.101
H 0.033 -0.766 0.958
H 0.429 -1.290 -0.523
H -0.990 -2.168 0.269
*
```

SMILES = COP(F)F
highest occupied orbital energy = -9.9 eV
energy above the lowest of the compared OMol25 structures with the same formula, charge and spin = 162.0 kJ/mol
M = 100.00 g mol⁻¹
orbital gap = 10.2 eV